Record 1
Molecular formula: C4H8Cl2NO
Method: DFT, ωB97M-V/def2-TZVPD

Values from the calculation:
HOMO level, Ha: -0.4845
Total charge: +1
E_LUMO, Eh: -0.1690
Spin multiplicity: 1
Total energy, Eh: -1207.28256

Each line ends with the natural charge from an NBO analysis.
Positions of all 16 atoms, in Å:
C: 0.01129 -2.36541 0.03708  0.206
C: 1.19965 1.32066 -0.04045  -0.746
C: -0.43810 -1.90481 -1.14249  -0.349
C: 0.29983 0.46710 0.62379  0.309
N: -0.96353 0.32894 0.39481  -0.634
O: -0.76462 -2.42167 1.15241  -0.684
Cl: 1.52823 -3.15729 0.12419  0.076
Cl: -1.98035 -1.27334 -1.51482  0.057
H: 2.24983 1.16086 0.27647  0.281
H: 1.04715 1.36163 -1.09251  0.281
H: 0.96831 2.39685 0.27497  0.300
H: 0.23111 -1.93269 -1.95791  0.247
H: 0.64268 -0.33895 1.30625  0.225
H: -0.30343 -2.65885 1.91094  0.509
H: -1.50125 0.84049 -0.41952  0.459
H: -1.44513 -0.43690 0.90712  0.462



Record 2
Molecular formula: C2H2F2OS
Method: DFT, ωB97M-V/def2-TZVPD

Values from the calculation:
HOMO level, Ha: -0.3805
E_LUMO, Eh: -0.0004
Spin multiplicity: 1
Total energy, Eh: -750.52465
SMILES: O=C(F)[C@H](F)S

Each line ends with the natural charge from an NBO analysis.
Positions of all 8 atoms, in Å:
O: 1.55278 -0.44996 -1.50066  -0.484
C: 1.26432 -0.02350 -0.42353  0.821
F: 2.30580 -0.00520 0.57491  -0.348
C: -0.32948 0.29470 -0.12931  0.040
F: -0.63643 1.47462 0.51198  -0.340
S: -1.07818 -1.18538 0.77805  -0.056
H: -0.80823 0.50748 -1.03365  0.203
H: -2.27059 -0.61276 1.22221  0.165



For the records above, the corresponding gap between HOMO and LUMO values read 0.316 0.380 Eh.
For the records above, the corresponding molar mass values read 157.0 112.1 u.
For the records above, the corresponding ΔE to the lowest compared entry with this formula, charge and spin values read 20.3 19.5 kcal/mol.